# 1
C3H6O | ωB97M-V/def2-TZVPD

The geometry in XYZ format:
```
10
Properties=species:S:1:pos:R:3
O -0.101 -0.151 -1.075
H -0.604 1.752 -0.075
H 1.051 -0.202 1.625
H -1.321 -1.378 0.161
C 0.282 1.036 -0.206
H 1.299 1.483 -0.362
H 0.370 -1.708 -0.019
H -0.675 0.443 1.651
C -0.347 -0.949 0.073
C 0.179 0.048 1.069
```

As for the frontier orbital gap: 10.726 eV. The SMILES is C1COC1. Its multiplicity is 1.

# 2
C3H6O | ωB97M-V/def2-TZVPD

The geometry in XYZ format:
```
10
Properties=species:S:1:pos:R:3
H 0.762 -0.297 -0.953
H -1.639 0.446 -0.574
C -1.040 0.012 0.234
H -0.642 0.837 0.835
H 0.669 -1.315 0.491
O 1.680 1.843 0.668
C 2.164 1.589 -0.329
H -0.318 -1.685 -0.932
H -1.717 -0.560 0.878
C 0.079 -0.870 -0.318
```

As for the frontier orbital gap: 13.175 eV. Its multiplicity is 1.

# 3
C3H6O2 | ωB97M-V/def2-TZVPD

The geometry in XYZ format:
```
11
Properties=species:S:1:pos:R:3
C 0.537 0.867 0.420
O -0.792 0.543 0.855
H 1.022 1.433 1.209
H -0.528 1.143 -1.348
H -2.146 -0.930 0.363
H 1.663 -0.521 -0.869
H 1.628 -1.082 0.828
C 1.083 -0.501 0.058
O -0.166 -1.243 -0.215
C -1.131 -0.559 0.345
H -1.170 0.849 -1.647
```

As for the frontier orbital gap: 7.770 eV. Its multiplicity is 1.

What did we get for energy relative to the best compared isomer or geometry (same formula, charge and spin)? Answer: 197.8, 34.1, 493.1 kJ/mol, in the order shown.